1.
C39H45BrFGeNPS7Tb as an isolated structure, computed with the ωB97M-V functional and the def2-TZVPD basis.

Last column: Mulliken spin population.
Cartesian coordinates (Å):
Tb1 -0.007808 -0.387894 -0.739017  6.011
S1 -2.083505 -2.497046 -0.765260  -0.012
C1 -1.346908 -3.938961 -0.084390  0.002
C2 -2.003046 -5.169775 -0.270378  0.003
C3 -1.492651 -6.367567 0.203501  -0.001
C4 -0.283796 -6.368671 0.891934  0.000
C5 0.372599 -5.164675 1.103151  0.000
C6 -0.134710 -3.938847 0.646379  -0.004
S2 0.789732 -2.471831 1.024983  -0.006
H1 -2.938386 -5.158597 -0.818363  -0.001
H2 -2.032062 -7.292728 0.030563  0.000
H3 0.149600 -7.295271 1.252217  0.000
H4 1.316843 -5.148696 1.636892  0.000
C7 3.832194 2.497604 2.867316  0.001
C8 2.736137 3.514229 2.542189  0.000
S3 1.297162 2.806582 1.688120  0.004
C9 -0.030940 3.070588 2.890817  0.001
C10 0.048921 2.214463 4.158639  0.000
S4 -0.226423 0.450834 3.846782  -0.001
C11 1.325864 -0.397935 4.247448  0.000
C12 2.556379 0.018015 3.449692  -0.003
S5 3.467300 1.384175 4.247176  0.000
H5 4.744200 3.022367 3.160470  0.000
H6 4.062643 1.891449 1.989086  -0.001
H7 3.147966 4.268529 1.867160  0.000
H8 2.395284 4.014531 3.450191  0.000
H9 -0.930348 2.830948 2.318275  -0.001
H10 -0.076873 4.129120 3.157679  0.000
H11 -0.718950 2.546064 4.861285  0.000
H12 1.019948 2.322173 4.637529  0.000
H13 1.080533 -1.423838 3.964409  0.000
H14 1.508383 -0.368807 5.323772  0.000
H15 2.260051 0.338385 2.455136  0.002
H16 3.242391 -0.822920 3.350280  0.000
F1 0.258023 -2.552206 -7.004596  0.000
C13 0.161110 -2.083259 -5.719856  0.001
C14 -0.155939 -0.760031 -5.514711  0.000
C15 -0.230914 -0.300279 -4.196030  -0.020
C16 -0.009112 -1.126148 -3.093471  -0.012
C17 0.281842 -2.464030 -3.376260  -0.006
C18 0.378530 -2.958250 -4.674739  0.001
H17 -0.341334 -0.103476 -6.356305  0.000
H18 -0.477486 0.742297 -4.045528  0.001
H19 0.422515 -3.169784 -2.560209  -0.003
H20 0.613722 -3.997142 -4.875945  0.000
S6 -3.019640 4.150741 -3.156291  -0.001
P1 -1.119661 3.727737 -2.854915  -0.006
S7 -0.572544 2.308237 -1.559120  0.031
C19 -0.237967 5.254346 -2.335516  -0.002
C20 0.511184 5.311619 -1.166868  0.001
C21 1.145049 6.497761 -0.799805  0.000
C22 1.038434 7.624506 -1.600608  0.000
C23 0.287937 7.569950 -2.772417  0.000
C24 -0.350868 6.394133 -3.133563  0.000
C25 -0.258351 3.348186 -4.428545  -0.001
C26 1.109447 3.071414 -4.403120  0.001
C27 1.785982 2.774657 -5.575049  0.001
C28 1.099441 2.748332 -6.785413  0.000
C29 -0.260446 3.017360 -6.814764  0.000
C30 -0.939948 3.319550 -5.636379  0.000
H21 0.599013 4.424492 -0.547658  -0.001
H22 1.725307 6.532687 0.115329  0.000
H23 1.536303 8.544389 -1.316917  0.000
H24 0.196676 8.449323 -3.399848  0.000
H25 -0.955275 6.352111 -4.032422  0.000
H26 1.632357 3.055764 -3.452865  -0.001
H27 2.843838 2.544113 -5.541650  0.000
H28 1.625128 2.503402 -7.700687  0.000
H29 -0.799663 2.985630 -7.754670  0.000
H30 -2.004119 3.523815 -5.635970  0.000
Br1 -3.359664 2.683584 0.516012  0.000
C31 -3.424853 0.870458 1.094630  -0.005
C32 -4.675339 0.413386 1.467605  -0.001
C33 -4.741917 -0.828121 2.082811  0.000
C34 -3.580928 -1.540199 2.263627  0.001
C35 -2.396970 -1.040616 1.732302  -0.003
N1 -2.289451 0.189296 1.188008  0.008
H31 -5.546363 1.032012 1.314314  0.000
H32 -5.694048 -1.210208 2.432500  0.000
H33 -3.565398 -2.509251 2.745163  0.000
H34 -1.463441 -1.550160 1.919704  -0.004
C36 3.602745 -2.234771 -2.218433  0.004
Ge1 3.812954 -0.415631 -1.545991  -0.001
C37 5.579422 -0.409956 -0.673514  -0.002
C38 3.955202 0.811638 -3.067509  0.001
C39 2.433189 0.158741 -0.333614  0.017
H35 4.550460 -2.629669 -2.597220  0.000
H36 2.863968 -2.259824 -3.019832  -0.001
H37 3.245160 -2.876464 -1.408597  0.000
H38 6.380137 -0.652258 -1.380215  0.000
H39 5.584838 -1.154407 0.127969  0.000
H40 5.786976 0.568846 -0.230950  0.000
H41 4.774502 0.535150 -3.737322  0.000
H42 4.125451 1.830414 -2.705467  0.000
H43 3.018753 0.800543 -3.633097  0.000
H44 2.638215 1.214547 -0.123153  0.004
H45 2.643249 -0.405435 0.583608  0.002

Cartesian forces, eV/Å:
Tb -0.017 -0.707 -0.227
S 0.392 0.113 -0.081
C -0.081 0.014 0.067
C 0.056 0.040 0.022
C 0.029 0.092 0.018
C 0.010 0.079 -0.033
C -0.053 0.078 0.004
C -0.004 -0.059 0.124
S -0.052 0.123 -0.395
H 0.019 0.006 -0.005
H 0.006 0.003 -0.014
H -0.006 0.009 0.017
H -0.027 -0.002 0.000
C -0.156 -0.024 -0.032
C 0.095 -0.117 -0.046
S -0.232 0.068 0.197
C 0.121 -0.198 0.016
C 0.091 0.058 -0.090
S -0.031 -0.110 -0.076
C 0.013 0.110 -0.091
C -0.059 0.026 0.079
S 0.052 0.026 0.052
H 0.008 0.014 -0.030
H 0.030 0.025 -0.010
H 0.046 0.050 0.065
H 0.024 0.025 -0.010
H -0.039 0.037 0.067
H -0.010 0.032 -0.014
H -0.008 0.025 -0.003
H -0.017 0.089 0.060
H 0.000 -0.042 0.036
H 0.037 -0.011 -0.003
H 0.027 -0.010 -0.039
H -0.047 -0.043 0.001
F -0.012 -0.023 -0.045
C -0.006 0.033 0.047
C -0.035 0.022 0.058
C 0.062 -0.112 -0.277
C 0.172 0.364 0.651
C -0.031 -0.180 -0.174
C 0.024 -0.009 0.055
H 0.025 -0.001 -0.025
H -0.012 0.055 -0.004
H 0.025 0.005 -0.003
H -0.011 0.010 -0.018
S 0.050 -0.027 0.005
P 0.032 0.004 -0.120
S 0.128 -0.092 0.202
C 0.005 0.087 0.055
C 0.057 0.035 -0.016
C -0.054 -0.069 -0.063
C -0.033 -0.049 -0.027
C 0.000 -0.040 0.025
C 0.035 -0.010 0.056
C 0.070 0.056 -0.046
C -0.006 0.004 -0.021
C -0.054 0.037 0.002
C -0.022 0.021 0.053
C -0.023 0.019 0.068
C 0.041 -0.006 -0.053
H -0.005 0.078 -0.031
H -0.011 -0.012 -0.003
H -0.002 0.006 0.001
H 0.003 -0.015 0.002
H 0.002 0.003 0.004
H -0.003 -0.009 -0.024
H -0.017 -0.012 0.017
H -0.004 -0.011 0.003
H -0.002 -0.010 0.018
H 0.005 0.001 -0.013
Br 0.036 -0.069 -0.042
C 0.264 0.189 -0.053
C -0.071 -0.170 0.104
C -0.172 0.118 -0.008
C 0.243 -0.277 -0.187
C 0.021 0.552 0.720
N -0.538 -0.090 -0.081
H 0.015 0.008 0.025
H 0.009 -0.006 -0.010
H -0.024 0.036 -0.025
H 0.045 -0.160 -0.270
C -0.044 -0.188 -0.057
Ge -0.205 0.050 0.014
C 0.258 0.035 0.119
C -0.056 0.134 -0.167
C -0.345 -0.213 -0.109
H -0.031 0.025 0.026
H 0.024 -0.030 0.020
H 0.010 -0.014 -0.051
H -0.017 0.008 0.052
H 0.033 0.038 -0.022
H 0.022 -0.036 -0.011
H -0.031 0.018 0.014
H 0.002 -0.025 -0.047
H 0.060 -0.014 0.023
H -0.090 0.089 -0.041
H -0.026 0.020 0.082

Frontier orbital gap (alpha / beta) = 5.311 / 5.319 eV
Net charge = -2
E_tot = -10271.967642 Eh
LUMO energy (alpha / beta) = 3.6 / 3.6 eV
Energy above the lowest of the compared OMol25 structures with the same formula, charge and spin = 0.00 kcal/mol
Multiplicity = 7



2.
A 7-piece molecular cluster, C39H45Cl2N6O2 overall at a distorted geometry, computed with the ωB97M-V functional and the def2-TZVPD basis.

Last column: Löwdin charge in e.
Cartesian coordinates (Å):
C1 -0.648830 -1.890526 4.545207  -0.107
C2 -0.410605 -0.429460 4.112525  -0.309
C3 -1.682293 0.404331 3.887981  -0.678
Cl1 -2.060273 1.256236 5.460231  0.573
C4 -2.854904 -0.387137 3.339002  -0.373
C5 -2.559498 -0.544933 1.859276  -0.220
C6 -3.242029 -1.756031 1.270570  -0.765
O1 -3.521864 -2.719681 1.770652  0.116
Cl2 -3.634725 -1.574832 -0.539902  0.503
C7 -4.191383 0.351567 3.517002  -0.214
C8 -4.966045 -0.267216 4.675085  -0.476
C9 -5.411592 -1.663100 4.398701  -0.064
O2 -6.080561 0.558619 5.081608  -0.075
H1 -0.405641 -2.549344 3.724483  0.058
H2 -1.645290 -2.065894 4.921147  0.056
H3 0.035627 -2.105191 5.365634  0.052
H4 0.224370 0.044186 4.844246  0.048
H5 0.158840 -0.427959 3.186275  0.083
H6 -1.444766 1.210527 3.170958  0.083
H7 -2.947827 0.344580 1.336065  0.094
H8 -1.482906 -0.652090 1.754191  0.112
H9 -4.049236 1.426139 3.706483  0.081
H10 -4.752236 0.226669 2.586360  0.107
H11 -4.276028 -0.304400 5.513105  0.097
H12 -5.891314 -2.098909 5.271713  0.071
H13 -6.062643 -1.728104 3.531595  0.079
H14 -4.531735 -2.251601 4.181592  0.060
H15 -5.676246 1.392482 5.346679  0.068
N1 -2.199124 3.333265 -3.463072  0.049
C10 -3.299847 3.730631 -4.102126  -0.164
C11 -4.524264 3.089113 -4.007502  -0.075
C12 -4.613446 1.966184 -3.203067  -0.089
C13 -3.485158 1.530337 -2.531655  -0.067
C14 -2.308154 2.245333 -2.693220  -0.143
H16 -3.183885 4.614047 -4.721968  0.097
H17 -5.383422 3.459963 -4.549777  0.099
H18 -5.551355 1.434203 -3.101378  0.106
H19 -3.516405 0.654063 -1.897729  0.030
H20 -1.400210 1.941617 -2.184718  0.089
N2 -6.220730 -0.199920 -5.979943  0.055
C15 -7.348561 -0.784733 -6.379523  -0.166
C16 -7.712975 -2.075657 -6.029441  -0.082
C17 -6.855293 -2.803107 -5.220319  -0.083
C18 -5.676668 -2.214076 -4.796057  -0.062
C19 -5.408825 -0.915206 -5.201986  -0.155
H21 -7.988980 -0.179568 -7.013033  0.098
H22 -8.644446 -2.498263 -6.381459  0.097
H23 -7.102774 -3.814692 -4.923696  0.104
H24 -4.979785 -2.746058 -4.162839  0.104
H25 -4.499816 -0.412449 -4.889462  0.098
N3 2.529844 1.234963 4.311427  0.075
C20 2.882969 2.507182 4.477789  -0.144
C21 4.159622 2.990554 4.230825  -0.080
C22 5.123803 2.099253 3.789095  -0.091
C23 4.774733 0.770862 3.611817  -0.086
C24 3.467451 0.393311 3.885154  -0.152
H26 2.095194 3.166903 4.826905  0.108
H27 4.389866 4.036898 4.380720  0.097
H28 6.133249 2.435643 3.585130  0.101
H29 5.497818 0.042750 3.268948  0.099
H30 3.145566 -0.635919 3.757772  0.109
N4 4.214906 -3.349647 6.208573  0.062
C25 4.576914 -2.078776 6.371449  -0.155
C26 5.857330 -1.605476 6.120966  -0.084
C27 6.813849 -2.503963 5.679770  -0.090
C28 6.455500 -3.830759 5.505389  -0.082
C29 5.147564 -4.198392 5.781969  -0.160
H31 3.794896 -1.412400 6.719855  0.108
H32 6.095811 -0.560732 6.267527  0.100
H33 7.825183 -2.174979 5.473713  0.102
H34 7.172321 -4.564713 5.162339  0.096
H35 4.821018 -5.225503 5.656571  0.101
N5 3.613358 2.096342 -2.205316  0.045
C30 2.539458 2.558836 -1.563560  -0.159
C31 1.317393 2.792567 -2.175774  -0.078
C32 1.202818 2.533807 -3.532055  -0.085
C33 2.307286 2.055124 -4.217472  -0.076
C34 3.483479 1.852588 -3.510826  -0.167
H36 2.674843 2.749380 -0.504000  0.100
H37 0.478166 3.168602 -1.606178  0.095
H38 0.264410 2.706205 -4.045264  0.083
H39 2.261145 1.840962 -5.276973  0.094
H40 4.368484 1.474328 -4.008281  0.072
N6 5.094411 0.192977 -6.078765  0.058
C35 5.900008 0.944313 -6.826720  -0.150
C36 6.583385 0.471203 -7.936521  -0.077
C37 6.423228 -0.859021 -8.287011  -0.087
C38 5.590615 -1.656721 -7.520078  -0.075
C39 4.951288 -1.082826 -6.431564  -0.144
H41 5.997420 1.978696 -6.513158  0.106
H42 7.223392 1.128626 -8.509114  0.099
H43 6.940005 -1.268348 -9.146205  0.103
H44 5.438372 -2.700382 -7.758937  0.100
H45 4.287406 -1.668305 -5.804398  0.108

Cartesian forces, eV/Å:
C 0.671 0.628 0.461
C -0.404 -0.445 0.084
C -0.141 -0.663 -0.647
Cl -0.006 0.038 0.084
C -0.196 0.462 0.330
C -0.691 0.539 0.943
C 1.923 4.580 -1.239
O -1.643 -5.200 2.110
Cl -0.117 0.093 -0.718
C 0.719 -0.982 -0.037
C 0.208 0.758 0.143
C -0.233 -0.310 0.052
O -0.143 -0.128 -0.053
H -0.266 -0.451 -0.142
H -0.359 0.014 -0.270
H 0.229 -0.246 0.024
H 0.158 0.383 0.061
H 0.125 0.071 -0.214
H 0.256 0.562 0.412
H 0.454 0.033 -0.646
H 0.132 -0.111 -0.654
H -0.172 0.184 -0.093
H -0.399 0.184 -0.003
H 0.184 -0.064 0.198
H -0.278 -0.007 0.069
H -0.305 0.057 -0.108
H 0.323 -0.090 -0.124
H -0.126 0.000 -0.072
N -0.141 -0.234 0.068
C 0.145 0.124 -0.029
C 0.030 0.036 0.000
C -0.139 -0.046 0.003
C 0.045 -0.063 0.041
C 0.070 0.212 -0.122
H -0.060 -0.006 -0.013
H 0.020 0.001 -0.022
H 0.008 0.005 -0.002
H 0.051 0.059 0.037
H -0.057 -0.102 0.038
N -0.039 -0.104 0.031
C 0.014 0.108 -0.030
C 0.021 0.007 -0.003
C -0.023 -0.080 0.018
C -0.001 -0.021 -0.010
C 0.079 0.146 -0.034
H -0.041 -0.049 0.006
H -0.004 0.022 -0.009
H 0.002 0.012 0.008
H 0.004 0.044 0.027
H 0.011 -0.059 0.034
N 0.236 0.101 0.015
C -0.137 0.018 0.035
C 0.003 -0.027 0.003
C 0.089 0.019 -0.010
C 0.005 0.033 0.001
C -0.131 -0.104 -0.004
H 0.030 0.028 -0.009
H -0.023 0.001 0.003
H -0.013 -0.001 -0.011
H -0.033 -0.023 -0.006
H 0.054 -0.008 -0.011
N 0.135 0.025 -0.006
C -0.157 -0.007 0.047
C 0.023 -0.037 0.011
C 0.082 0.038 -0.014
C -0.009 0.012 -0.001
C -0.107 -0.055 0.008
H 0.042 0.053 -0.031
H -0.049 0.008 -0.005
H -0.008 -0.002 0.002
H -0.020 -0.013 -0.004
H 0.056 -0.007 -0.017
N -0.140 0.065 -0.051
C 0.125 -0.034 0.040
C 0.055 -0.012 -0.017
C -0.132 0.015 -0.137
C 0.030 0.003 0.100
C 0.183 0.010 0.119
H -0.068 0.001 0.006
H 0.021 0.025 0.010
H -0.016 0.046 0.062
H 0.040 -0.030 0.005
H -0.069 -0.041 -0.081
N 0.092 -0.048 -0.167
C -0.054 0.075 0.100
C -0.007 -0.019 0.006
C 0.040 -0.036 -0.069
C 0.015 0.032 -0.008
C -0.098 0.009 0.129
H 0.032 0.003 -0.047
H -0.006 0.016 0.018
H -0.005 0.004 0.007
H -0.019 0.001 0.020
H 0.018 -0.038 -0.032

Frontier orbital gap = 4.144 eV
Net charge = -1
E_tot = -2912.447676 Eh
LUMO energy = 2.0 eV